(1)
Molecular formula: C2H4ClNO
Method: DFT, the ωB97M-V functional and the def2-TZVPD basis

Each line ends with the natural charge from an NBO analysis.
Atoms and positions in Å:
N -1.33075 -0.50484 -0.45754  -0.83
C -0.44555 0.52691 -0.09356  0.66
O -0.72332 1.69041 -0.26159  -0.53
C 0.84322 0.09575 0.56870  -0.50
Cl 2.19239 0.33696 -0.49557  -0.01
H -1.00437 -1.41248 -0.14520  0.37
H -1.42172 -0.47929 -1.44671  0.40
H 0.79046 -0.91826 0.86713  0.21
H 1.09964 0.66484 1.46433  0.24

LUMO energy	0.0254	Eh
strongest force on any atom	0.02666	hartree/bohr
HOMO-LUMO gap	10.99	eV



(2)
Molecular formula: C57H76O57
Method: DFT, the ωB97M-V functional and the def2-TZVPD basis

Each line ends with the Mulliken charge.
Atoms and positions in Å:
C 5.18965 -1.98233 2.09820  0.34
C 4.02708 -2.23492 1.29203  1.39
O 3.14773 -2.96153 2.10840  -0.04
C 3.63955 -3.15846 3.28672  0.41
O 3.11785 -3.86611 4.19948  -0.67
O 4.75900 -2.43818 3.39299  -0.41
H 5.31649 -0.89976 2.09045  0.14
H 6.11695 -2.49544 1.84338  -0.05
H 4.00643 -2.81257 0.36791  -0.59
H 3.40622 -1.33910 1.28077  -0.63
C 1.49427 -3.82037 -2.97116  0.24
C 2.35273 -3.79587 -4.16563  0.33
O 2.50886 -5.14323 -4.49776  -0.40
C 2.21202 -5.91534 -3.43987  0.59
O 2.43104 -7.16541 -3.30091  -0.66
O 1.49171 -5.21337 -2.55840  -0.30
H 0.47130 -3.57426 -3.25585  0.47
H 1.95532 -3.19459 -2.20700  -0.33
H 3.33376 -3.33951 -4.03367  -0.51
H 1.81108 -3.14216 -4.84929  0.48
C -4.26412 -0.38535 -4.29988  -0.05
C -3.36426 -0.18615 -3.07442  1.15
O -2.45224 -1.20266 -3.23166  0.33
C -2.50619 -1.69712 -4.42749  0.38
O -1.78276 -2.62763 -4.83281  -0.66
O -3.54676 -1.13538 -5.08832  -0.41
H -4.56429 0.52007 -4.82734  0.02
H -5.14713 -0.98672 -4.08370  0.32
H -4.02185 -0.32275 -2.21592  -0.58
H -2.90661 0.80310 -3.08025  -0.61
C -2.07823 3.08641 7.62023  -0.41
C -2.00143 1.59467 7.77836  -0.39
O -2.58585 1.08383 6.69107  -0.24
C -2.71702 2.05840 5.78925  0.49
O -2.87385 1.88278 4.60585  -0.32
O -2.40630 3.24892 6.32336  -0.34
H -1.12224 3.45889 7.98826  0.32
H -2.85615 3.46665 8.28232  0.30
H -2.52477 1.26880 8.67726  0.33
H -0.99178 1.18393 7.77778  0.25
C 8.88976 1.34489 -1.26440  -0.32
C 8.24554 2.64888 -0.89702  -0.35
O 7.09748 2.31105 -0.18325  -0.35
C 6.78724 0.97018 -0.39842  0.35
O 5.63443 0.50732 -0.25277  -0.12
O 7.85329 0.40840 -1.10880  -0.28
H 9.66573 1.01006 -0.57602  0.33
H 9.19285 1.41551 -2.30903  0.20
H 7.92806 3.25475 -1.74568  0.25
H 8.82329 3.26484 -0.20789  0.30
C -0.04451 -4.72384 0.41929  0.44
C 0.87034 -5.64132 1.30814  -0.21
O 0.15023 -5.65980 2.51186  -0.38
C -0.80801 -4.72998 2.53841  0.37
O -1.54089 -4.50906 3.49670  -0.57
O -0.87995 -4.04417 1.34524  0.04
H -0.64577 -5.14484 -0.38653  0.34
H 0.55745 -3.93000 -0.02294  -0.37
H 1.91372 -5.41472 1.52751  0.10
H 0.83056 -6.67852 0.97538  0.30
C -0.67725 -1.92300 4.99033  0.28
C -0.13953 -1.37428 6.26525  0.04
O 0.96204 -0.66608 5.81099  -0.36
C 1.11555 -0.75178 4.45956  0.03
O 1.96461 -0.34980 3.72294  -0.54
O 0.21930 -1.59530 3.94237  0.48
H -1.70541 -1.56967 4.91190  -0.31
H -0.63931 -2.99435 5.18753  0.28
H 0.04942 -2.10705 7.04976  0.31
H -0.88882 -0.68531 6.65509  -0.22
C 7.70591 -3.42010 -0.92739  -0.44
C 7.71050 -4.66409 -1.89185  -0.51
O 6.42935 -4.65118 -2.51525  -0.38
C 5.64358 -3.74385 -1.87511  0.11
O 4.43009 -3.68291 -2.04300  -0.19
O 6.41581 -2.98620 -1.04925  0.30
H 8.52520 -2.74927 -1.18595  0.21
H 7.86803 -3.75078 0.09850  0.37
H 7.82820 -5.45322 -1.14921  0.32
H 8.58251 -4.65247 -2.54575  0.35
C -3.93796 -0.65283 2.22292  0.77
C -5.20475 -1.31104 2.65441  -0.61
O -6.11585 -0.90862 1.67656  -0.39
C -5.50792 -0.46555 0.62706  0.13
O -6.11453 -0.29708 -0.41216  -0.61
O -4.23531 -0.19210 0.95528  0.59
H -3.12516 -1.37103 2.33082  -0.20
H -3.68072 0.11292 2.95474  -0.06
H -5.53849 -0.96825 3.63380  0.28
H -5.03902 -2.37943 2.79294  0.20
C -1.08602 6.01578 1.95434  0.47
C -2.14333 6.61181 2.82729  -0.25
O -2.48738 7.83396 2.27884  -0.39
C -1.58476 8.23551 1.37066  0.69
O -1.51815 9.36064 0.83613  -0.61
O -0.72838 7.24009 1.21046  -0.37
H -1.41648 5.15967 1.36615  -0.09
H -0.21192 5.78678 2.56394  0.08
H -1.65907 6.79076 3.78727  0.26
H -3.04213 6.00690 2.94704  0.22
C 3.92629 1.96992 -2.79011  1.24
C 3.71581 1.49502 -4.17557  0.52
O 4.93657 1.74385 -4.83501  -0.37
C 5.75832 2.33124 -4.01729  0.57
O 6.95203 2.64914 -4.19944  -0.68
O 5.11800 2.53212 -2.86995  -0.30
H 4.05640 1.17303 -2.05790  -0.34
H 3.24901 2.67444 -2.30736  -0.41
H 2.81426 1.87906 -4.65289  0.08
H 3.56230 0.41597 -4.16158  -0.27
C 1.22645 2.33235 2.09747  0.43
C 2.70215 2.12571 1.84642  0.16
O 3.06432 3.20765 1.05189  -0.39
C 1.94500 3.79582 0.60614  0.49
O 1.89953 4.70828 -0.21803  -0.69
O 0.89940 3.12088 0.97150  0.16
H 0.98155 2.58770 3.12844  0.28
H 0.73571 1.38066 1.89356  -0.40
H 2.93315 1.22695 1.27463  -0.20
H 3.36626 2.06069 2.70830  0.37
C -4.97491 -4.06566 -2.46561  -0.08
C -4.38815 -3.47379 -1.21589  1.12
O -5.30130 -3.81846 -0.14726  -0.21
C -6.45575 -4.36090 -0.65751  0.53
O -7.35544 -4.89935 -0.01480  -0.57
O -6.27940 -4.50753 -2.05533  -0.39
H -4.34186 -4.90931 -2.74056  0.28
H -5.00209 -3.36068 -3.29649  0.19
H -4.28394 -2.38886 -1.20298  -0.80
H -3.37974 -3.85018 -1.04399  -0.12
C -6.52955 5.11227 -0.16341  -0.57
C -5.38169 5.65618 0.65536  -0.27
O -4.52685 4.52176 0.68412  0.06
C -4.89438 3.57500 -0.21710  0.08
O -4.32940 2.48735 -0.46706  -0.38
O -6.05088 3.94999 -0.80044  -0.34
H -6.78778 5.78213 -0.98359  0.28
H -7.45103 4.81964 0.33991  0.26
H -5.90869 5.93172 1.56885  0.28
H -4.80427 6.44382 0.17130  0.38
C 0.44825 4.56182 -3.08278  -0.56
C -0.78683 4.14097 -2.23699  0.19
O -1.14153 2.82951 -2.76072  0.23
C -0.21661 2.44375 -3.61665  0.46
O -0.38590 1.53196 -4.39994  -0.63
O 0.80998 3.29320 -3.67494  -0.45
H 1.19638 4.87989 -2.35667  0.32
H 0.06237 5.25599 -3.82932  0.39
H -1.49562 4.95038 -2.41186  0.35
H -0.54566 4.09871 -1.17485  -0.29
C -5.40595 -5.09011 6.08408  -0.19
C -6.04936 -4.04214 6.83428  -0.44
O -5.39263 -2.88066 6.51962  -0.36
C -4.55906 -3.03501 5.58348  0.60
O -3.88661 -2.19918 4.99764  -0.29
O -4.52942 -4.30208 5.22746  -0.34
H -6.15719 -5.61484 5.49383  0.24
H -4.79477 -5.81807 6.61758  0.28
H -6.12025 -4.21990 7.90735  0.27
H -7.09176 -3.81117 6.61485  0.29
C 5.70287 -1.65005 -4.81857  0.22
C 6.57693 -1.20390 -5.95389  -0.41
O 7.78891 -1.53126 -5.39526  -0.38
C 7.75927 -1.48554 -4.10097  0.42
O 8.78752 -1.55941 -3.37523  -0.65
O 6.47804 -1.52409 -3.66943  0.24
H 5.35714 -2.68362 -4.83600  0.31
H 4.81802 -1.01857 -4.73874  -0.31
H 6.61788 -0.11570 -5.90662  0.25
H 6.34723 -1.63215 -6.92956  0.34
C -1.13701 0.75883 -0.29904  0.74
C -1.24352 -0.73442 0.04341  1.28
O -0.12003 -1.28534 -0.60369  -0.11
C 0.67402 -0.25450 -1.15723  -0.04
O 1.61256 -0.43812 -1.88056  -0.35
O 0.13367 0.92010 -0.88184  -0.17
H -1.41991 1.25536 0.62914  0.36
H -1.96353 1.01830 -0.96059  -1.10
H -2.17732 -1.22244 -0.23578  -0.65
H -1.07100 -0.87077 1.11100  -0.08
C -5.42464 3.51314 -4.35763  0.08
C -6.16652 4.74561 -4.83999  -0.51
O -5.21496 5.72307 -4.64498  -0.33
C -3.98620 5.11208 -4.52640  0.61
O -2.88889 5.69047 -4.57908  -0.59
O -4.07037 3.77920 -4.38902  -0.06
H -5.67548 2.72002 -5.06201  0.16
H -5.66650 3.24384 -3.32949  0.07
H -7.09447 4.87351 -4.28263  0.34
H -6.32517 4.71030 -5.91781  0.30

LUMO energy	-0.0054	Eh
strongest force on any atom	0.12945	hartree/bohr
HOMO-LUMO gap	9.92	eV



(3)
Molecular formula: C28H18ClMoN5O2S
Method: DFT, the ωB97M-V functional and the def2-TZVPD basis

Each line ends with the Löwdin spin population.
Atoms and positions in Å:
Mo -0.27062 0.32819 0.34314  1.63
Cl 2.62035 -5.46071 -3.07595  0.00
C 2.20697 -4.05815 -2.17044  -0.01
C 3.20883 -3.17755 -1.75927  0.01
C 2.89659 -2.04734 -1.02825  -0.01
C 1.57330 -1.77437 -0.71553  0.02
O 1.30244 -0.65145 -0.01993  0.06
C 0.55481 -2.65683 -1.11291  0.00
C -0.82167 -2.47989 -0.77108  0.03
N -1.33113 -1.48105 -0.11729  0.00
C -2.72339 -1.45811 0.22796  0.00
C -3.62930 -2.45438 -0.02696  0.00
C -4.97991 -2.32019 0.35328  0.00
C -5.41696 -1.19905 0.99596  0.00
C -4.50688 -0.15795 1.28935  0.00
C -4.88676 1.02432 1.96362  0.01
C -3.95758 1.99164 2.22875  0.00
C -2.63707 1.78389 1.81476  0.01
N -2.24814 0.69327 1.17974  0.01
C -3.16030 -0.29262 0.90393  0.00
C 0.89468 -3.80843 -1.84469  0.01
H 4.23714 -3.38987 -2.01900  0.00
H 3.66871 -1.36168 -0.70914  0.00
H -1.47764 -3.28603 -1.08616  0.00
H -3.33881 -3.36857 -0.52468  0.00
H -5.66683 -3.12410 0.12930  0.00
H -6.45228 -1.09226 1.29128  0.00
H -5.91915 1.14944 2.26560  0.00
H -4.21633 2.90660 2.74072  0.00
H -1.87790 2.53363 2.00097  0.00
H 0.12265 -4.50035 -2.15584  0.00
C 0.34746 -1.36667 4.52109  0.00
C -0.05202 -1.19174 3.19272  0.01
N 0.19431 -0.08188 2.51788  0.01
C 0.86100 0.92831 3.13205  0.00
C 1.29688 0.84146 4.45624  0.00
C 1.02119 -0.35187 5.15114  0.01
C 1.99515 1.94858 5.04468  0.00
C 2.22972 3.07151 4.33398  0.00
C 1.79081 3.18547 2.97174  0.00
C 2.01526 4.33500 2.18992  0.02
C 1.56828 4.37428 0.89431  0.00
C 0.90245 3.26365 0.37166  0.02
N 0.68001 2.16436 1.08210  0.01
C 1.11493 2.11969 2.37472  0.01
H 0.12376 -2.29499 5.02625  0.00
H -0.58117 -1.97592 2.66440  0.00
H 1.34573 -0.45756 6.17872  0.00
H 2.32898 1.86407 6.07042  0.00
H 2.75541 3.90725 4.77663  0.00
H 2.53832 5.17955 2.62090  0.00
H 1.72134 5.24048 0.26728  0.00
H 0.53577 3.26151 -0.64534  0.00
O 0.48364 -0.01506 -3.23025  0.13
S -0.37210 1.07326 -2.81721  0.09
N -0.69329 1.14684 -1.34226  -0.07

LUMO energy (spin up / spin down)	-0.2579 / -0.2685	Eh
strongest force on any atom	0.00654	hartree/bohr
net charge	+2
HOMO-LUMO gap (spin up / spin down)	6.70 / 6.45	eV
multiplicity	3



The records above yield E values of -18198.8692, -177042.8243, -66076.4252 eV, respectively.
The records above yield energy above the lowest of the compared OMol25 structures with the same formula, charge and spin values of 0.2184, 7.9521, 0.0000 eV, respectively.